Entry 1:
This record from OMol25 describes 14 unconnected molecules or ions with the total composition C69H175N9O23. The level of theory is the ωB97M-V functional and the def2-TZVPD basis.

Calculated values
- E_HOMO (eV) = -8.08
- total energy (eV) = -134880.8992
- ΔE to the lowest compared entry with this formula, charge and spin (kJ/mol) = 0.00

CARTESIAN COORDINATES (ANGSTROEM)
C (0.381, 0.740, -4.856)
C (0.719, 2.179, -4.452)
C (2.199, 2.439, -4.502)
O (0.067, 3.074, -5.376)
H (0.974, -0.005, -4.286)
H (0.611, 0.522, -5.900)
H (-0.686, 0.460, -4.774)
H (0.392, 2.363, -3.406)
H (2.767, 2.148, -5.386)
H (2.650, 1.843, -3.702)
H (2.318, 3.511, -4.429)
H (-0.086, 3.837, -4.832)
C (-0.119, 2.472, 7.710)
C (-1.390, 2.859, 8.442)
C (-2.454, 1.782, 8.250)
O (-1.165, 3.055, 9.876)
H (0.715, 3.164, 7.773)
H (-0.321, 2.395, 6.628)
H (0.298, 1.514, 7.978)
H (-1.802, 3.768, 8.039)
H (-1.933, 0.867, 8.544)
H (-2.767, 1.598, 7.220)
H (-3.357, 2.055, 8.834)
H (-0.601, 2.321, 10.143)
C (3.729, -6.007, -2.712)
C (3.300, -5.675, -1.281)
C (2.698, -4.262, -1.200)
O (2.357, -6.688, -0.914)
H (2.790, -6.044, -3.263)
H (4.270, -6.944, -2.718)
H (4.388, -5.229, -3.068)
H (4.132, -5.705, -0.576)
H (3.485, -3.595, -1.509)
H (2.410, -3.925, -0.185)
H (1.831, -4.104, -1.843)
H (2.066, -6.583, -0.006)
C (-3.013, -1.521, 1.742)
C (-2.037, -2.343, 2.533)
C (-0.826, -1.560, 3.018)
O (-2.791, -2.835, 3.659)
H (-3.297, -0.701, 2.408)
H (-3.908, -2.084, 1.477)
H (-2.588, -1.114, 0.806)
H (-1.694, -3.184, 1.878)
H (-0.323, -1.187, 2.132)
H (-0.189, -2.241, 3.560)
H (-1.129, -0.780, 3.734)
H (-3.603, -3.217, 3.313)
C (3.759, -2.550, 3.125)
C (4.816, -1.569, 2.763)
C (5.230, -1.464, 1.335)
O (4.417, -0.260, 3.272)
H (3.968, -3.506, 2.621)
H (2.798, -2.170, 2.717)
H (3.674, -2.668, 4.212)
H (5.739, -1.831, 3.292)
H (5.768, -2.378, 1.039)
H (5.879, -0.626, 1.138)
H (4.344, -1.413, 0.656)
H (3.575, 0.049, 2.861)
C (2.492, 9.342, 4.485)
O (2.230, 8.335, 3.522)
C (1.302, 8.727, 2.532)
C (1.334, 7.586, 1.479)
N (1.044, 6.300, 2.017)
C (-0.268, 6.147, 2.563)
C (-0.452, 4.821, 3.247)
O (0.410, 4.697, 4.379)
C (0.027, 5.487, 5.486)
H (3.330, 8.968, 5.060)
H (1.704, 9.647, 5.190)
H (2.817, 10.254, 3.947)
H (1.591, 9.649, 1.986)
H (0.343, 8.912, 3.032)
H (2.317, 7.600, 1.017)
H (0.605, 7.886, 0.721)
H (1.719, 5.996, 2.725)
H (-0.960, 6.234, 1.719)
H (-0.425, 6.927, 3.305)
H (-0.238, 3.945, 2.602)
H (-1.483, 4.694, 3.623)
H (0.744, 5.382, 6.315)
H (-0.942, 5.237, 5.917)
H (0.075, 6.543, 5.215)
C (5.284, 0.613, -2.171)
O (5.186, 0.116, -3.468)
C (4.049, -0.752, -3.536)
C (3.772, -1.274, -4.909)
N (2.732, -2.238, -4.881)
C (2.307, -2.548, -6.201)
C (1.418, -3.811, -6.313)
O (2.046, -4.999, -5.800)
C (3.085, -5.502, -6.643)
H (6.071, 1.371, -2.210)
H (5.417, -0.088, -1.340)
H (4.366, 1.145, -1.914)
H (3.126, -0.330, -3.136)
H (4.175, -1.591, -2.819)
H (4.652, -1.660, -5.433)
H (3.456, -0.409, -5.505)
H (3.058, -3.057, -4.380)
H (3.203, -2.715, -6.789)
H (1.741, -1.792, -6.742)
H (1.150, -3.978, -7.361)
H (0.488, -3.713, -5.736)
H (3.508, -6.423, -6.229)
H (3.919, -4.827, -6.762)
H (2.705, -5.806, -7.622)
C (1.422, -5.189, 10.505)
O (1.920, -3.933, 10.966)
C (3.333, -3.812, 10.829)
C (3.776, -3.527, 9.421)
N (3.220, -2.291, 8.953)
C (3.650, -2.063, 7.611)
C (2.996, -0.764, 7.096)
O (1.550, -0.828, 7.209)
C (0.885, -1.696, 6.341)
H (1.682, -5.478, 9.502)
H (0.348, -5.118, 10.679)
H (1.882, -5.913, 11.208)
H (3.873, -4.703, 11.139)
H (3.704, -3.054, 11.497)
H (3.530, -4.412, 8.785)
H (4.860, -3.522, 9.345)
H (2.210, -2.298, 8.961)
H (3.414, -2.944, 6.998)
H (4.748, -1.916, 7.632)
H (3.237, -0.590, 6.035)
H (3.303, 0.064, 7.759)
H (1.216, -1.453, 5.339)
H (-0.167, -1.434, 6.343)
H (1.036, -2.756, 6.553)
C (-2.448, 1.632, 4.216)
O (-1.814, 1.798, 2.913)
C (-2.666, 2.475, 2.044)
C (-2.029, 2.558, 0.667)
N (-2.806, 3.483, -0.156)
C (-2.260, 3.612, -1.508)
C (-1.098, 4.603, -1.542)
O (0.100, 3.840, -1.259)
C (1.271, 4.620, -1.116)
H (-3.015, 2.501, 4.574)
H (-1.656, 1.311, 4.884)
H (-3.178, 0.802, 4.181)
H (-2.924, 3.475, 2.434)
H (-3.619, 1.932, 1.975)
H (-1.841, 1.574, 0.210)
H (-1.019, 2.979, 0.781)
H (-3.741, 3.037, -0.260)
H (-3.024, 3.913, -2.240)
H (-1.960, 2.632, -1.891)
H (-1.228, 5.384, -0.800)
H (-0.987, 4.979, -2.541)
H (1.662, 4.987, -2.074)
H (2.111, 4.036, -0.750)
H (1.172, 5.398, -0.365)
C (-4.361, -0.868, -3.731)
O (-5.098, -0.725, -2.562)
C (-5.014, 0.545, -1.917)
C (-5.945, 0.572, -0.687)
N (-5.873, 1.885, -0.005)
C (-6.553, 2.981, -0.702)
C (-8.041, 3.009, -0.948)
O (-8.325, 2.019, -1.947)
C (-9.728, 1.900, -2.062)
H (-4.397, -1.904, -4.086)
H (-3.316, -0.553, -3.542)
H (-4.812, -0.281, -4.523)
H (-5.352, 1.359, -2.572)
H (-3.991, 0.767, -1.580)
H (-5.706, -0.179, 0.097)
H (-6.967, 0.356, -1.039)
H (-6.195, 1.916, 0.971)
H (-6.103, 3.079, -1.703)
H (-6.293, 3.954, -0.287)
H (-8.346, 4.038, -1.268)
H (-8.694, 2.799, -0.080)
H (-10.152, 2.874, -2.322)
H (-10.102, 1.508, -1.091)
H (-9.987, 1.186, -2.871)
C (0.422, -0.641, -9.733)
O (-0.687, -1.583, -9.777)
C (-1.740, -1.206, -10.691)
C (-2.849, -2.245, -10.773)
N (-3.632, -2.227, -9.575)
C (-2.999, -2.914, -8.471)
C (-3.892, -2.815, -7.242)
O (-3.209, -3.072, -6.066)
C (-3.005, -4.368, -5.734)
H (0.788, -0.457, -10.741)
H (1.212, -1.116, -9.105)
H (0.196, 0.327, -9.290)
H (-1.313, -1.179, -11.725)
H (-2.200, -0.253, -10.440)
H (-2.413, -3.258, -10.939)
H (-3.438, -2.131, -11.700)
H (-4.525, -2.650, -9.674)
H (-2.072, -2.340, -8.260)
H (-2.723, -3.954, -8.716)
H (-4.752, -3.524, -7.379)
H (-4.313, -1.830, -7.170)
H (-3.923, -4.892, -5.440)
H (-2.336, -4.412, -4.863)
H (-2.495, -4.932, -6.550)
C (5.620, 5.190, -2.387)
O (4.831, 4.589, -1.392)
C (5.588, 4.344, -0.204)
C (4.714, 3.948, 1.000)
N (5.552, 3.911, 2.142)
C (5.179, 3.188, 3.325)
C (4.170, 3.971, 4.194)
O (4.682, 5.308, 4.467)
C (3.962, 5.902, 5.517)
H (5.013, 5.331, -3.274)
H (6.593, 4.667, -2.516)
H (5.841, 6.232, -2.088)
H (6.111, 5.260, 0.021)
H (6.256, 3.488, -0.353)
H (4.285, 2.943, 0.906)
H (3.887, 4.693, 1.106)
H (6.013, 4.777, 2.305)
H (6.094, 3.033, 3.907)
H (4.734, 2.242, 3.069)
H (4.016, 3.465, 5.144)
H (3.196, 4.062, 3.714)
H (4.178, 6.952, 5.665)
H (4.242, 5.459, 6.483)
H (2.875, 5.856, 5.362)
C (1.355, 1.470, 3.829)
O (1.902, 0.899, 2.697)
C (1.293, 1.351, 1.482)
C (1.918, 0.549, 0.343)
N (1.197, 0.672, -0.900)
C (0.163, -0.289, -0.960)
C (0.766, -1.713, -1.304)
O (-0.203, -2.662, -1.430)
C (-0.788, -2.822, -2.679)
H (0.268, 1.265, 3.882)
H (1.500, 2.569, 3.781)
H (1.909, 1.133, 4.710)
H (1.417, 2.440, 1.307)
H (0.211, 1.182, 1.547)
H (2.029, -0.492, 0.677)
H (2.960, 0.847, 0.203)
H (0.884, 1.635, -1.023)
H (-0.472, -0.024, -1.797)
H (-0.500, -0.431, -0.108)
H (1.402, -2.114, -0.486)
H (1.374, -1.683, -2.209)
H (-0.125, -2.840, -3.535)
H (-1.559, -2.066, -2.813)
H (-1.413, -3.703, -2.691)
C (-3.000, -4.523, -0.719)
O (-4.359, -4.559, -0.354)
C (-5.294, -3.964, -1.250)
C (-5.353, -4.728, -2.578)
N (-5.942, -6.059, -2.399)
C (-4.979, -7.115, -2.134)
C (-4.110, -7.515, -3.374)
O (-4.990, -7.954, -4.392)
C (-4.459, -8.127, -5.663)
H (-2.730, -5.174, -1.537)
H (-2.386, -4.881, 0.131)
H (-2.622, -3.524, -0.923)
H (-5.139, -2.911, -1.464)
H (-6.273, -3.947, -0.787)
H (-4.331, -4.688, -3.013)
H (-5.928, -4.128, -3.289)
H (-6.454, -6.317, -3.226)
H (-5.527, -8.012, -1.842)
H (-4.403, -6.868, -1.244)
H (-3.447, -8.316, -3.083)
H (-3.548, -6.637, -3.731)
H (-5.192, -8.620, -6.304)
H (-3.583, -8.810, -5.657)
H (-4.120, -7.195, -6.109)

Entry 2:
This record from OMol25 describes a molecular structure, C69H66CdGeN9S3. The level of theory is the ωB97M-V functional and the def2-TZVPD basis.

Calculated values
- E_HOMO (spin up / spin down) (eV) = -2.67 / -1.24
- total charge = -1
- total energy (eV) = -179610.1183
- ΔE to the lowest compared entry with this formula, charge and spin (kJ/mol) = 406.05

CARTESIAN COORDINATES (ANGSTROEM)
Cd (0.444, -0.579, 1.684)
N (2.955, 0.150, 3.449)
C (2.545, 0.986, 4.480)
C (3.273, 1.082, 5.657)
C (2.819, 1.848, 6.725)
C (1.662, 2.583, 6.619)
C (0.914, 2.552, 5.428)
C (-0.238, 3.341, 5.227)
C (-0.926, 3.231, 4.033)
C (-0.498, 2.309, 3.090)
N (0.597, 1.566, 3.222)
C (1.328, 1.708, 4.359)
H (3.914, -0.158, 3.512)
H (2.703, 0.460, 2.517)
H (4.208, 0.547, 5.750)
H (3.387, 1.875, 7.645)
H (1.318, 3.201, 7.439)
H (-0.561, 4.023, 6.001)
H (-1.790, 3.849, 3.832)
H (-1.053, 2.161, 2.172)
N (2.185, -0.850, 0.182)
S (2.975, -0.179, -0.844)
N (2.650, 1.390, -1.247)
S (1.665, 1.703, -2.420)
N (0.179, 1.194, -2.312)
S (-0.679, 1.593, -0.968)
N (-0.859, 0.581, 0.073)
C (-2.319, 1.957, -1.667)
C (-2.671, 1.759, -2.994)
C (-4.000, 1.872, -3.370)
C (-4.973, 2.192, -2.432)
C (-4.611, 2.409, -1.107)
C (-3.291, 2.288, -0.728)
C (-0.107, 3.249, -0.495)
C (-0.742, 4.370, -1.024)
C (-0.348, 5.628, -0.605)
C (0.659, 5.770, 0.332)
C (1.280, 4.642, 0.863)
C (0.888, 3.381, 0.458)
C (1.736, 3.438, -2.568)
C (2.834, 4.146, -2.047)
C (2.993, 5.476, -2.340)
C (2.082, 6.138, -3.165)
C (1.005, 5.430, -3.703)
C (0.833, 4.097, -3.424)
C (2.223, 1.045, -3.940)
C (3.530, 1.348, -4.370)
C (3.928, 1.030, -5.642)
C (3.037, 0.437, -6.540)
C (1.725, 0.191, -6.136)
C (1.312, 0.492, -4.862)
C (3.056, -1.071, -2.417)
C (1.930, -1.799, -2.779)
C (1.963, -2.588, -3.905)
C (3.133, -2.700, -4.655)
C (4.265, -2.006, -4.267)
C (4.238, -1.193, -3.150)
C (4.730, -0.055, -0.409)
C (5.203, -1.019, 0.473)
C (6.557, -1.114, 0.729)
C (7.443, -0.249, 0.094)
C (6.963, 0.734, -0.763)
C (5.607, 0.836, -1.015)
H (-1.899, 1.525, -3.714)
H (-4.280, 1.710, -4.402)
H (-6.012, 2.272, -2.727)
H (-5.362, 2.668, -0.374)
H (-2.978, 2.440, 0.294)
H (-1.523, 4.255, -1.761)
H (-0.830, 6.500, -1.023)
H (0.967, 6.755, 0.649)
H (2.062, 4.750, 1.599)
H (1.360, 2.491, 0.849)
H (3.508, 3.617, -1.392)
H (3.828, 6.020, -1.919)
H (2.209, 7.187, -3.384)
H (0.299, 5.941, -4.345)
H (0.012, 3.533, -3.843)
H (4.201, 1.831, -3.676)
H (4.943, 1.238, -5.955)
H (3.359, 0.179, -7.537)
H (1.029, -0.256, -6.835)
H (0.309, 0.295, -4.520)
H (1.035, -1.683, -2.183)
H (1.083, -3.126, -4.212)
H (3.148, -3.314, -5.543)
H (5.177, -2.087, -4.844)
H (5.121, -0.651, -2.854)
H (4.476, -1.679, 0.924)
H (6.927, -1.865, 1.411)
H (8.506, -0.348, 0.261)
H (7.653, 1.416, -1.242)
H (5.211, 1.592, -1.676)
C (1.032, -4.202, -0.235)
N (-0.232, -4.243, -0.940)
C (-0.936, -5.503, -0.810)
C (-0.973, -3.073, -1.002)
N (-1.058, -2.213, -0.025)
N (-1.596, -2.821, -2.193)
C (-2.518, -1.721, -2.331)
C (-1.366, -3.616, -3.367)
H (1.758, -4.788, -0.807)
H (0.958, -4.609, 0.777)
H (1.388, -3.174, -0.172)
H (-1.017, -5.797, 0.243)
H (-0.393, -6.289, -1.342)
H (-1.942, -5.412, -1.213)
H (-1.341, -1.252, -0.247)
H (-2.010, -0.754, -2.399)
H (-3.206, -1.702, -1.481)
H (-3.097, -1.873, -3.240)
H (-0.540, -4.295, -3.181)
H (-1.117, -2.971, -4.215)
H (-2.262, -4.193, -3.623)
C (-0.705, -2.459, 1.357)
Ge (-2.417, -2.049, 2.331)
C (-3.781, -2.941, 1.127)
C (-4.757, -2.347, 0.337)
C (-5.514, -3.096, -0.553)
C (-5.300, -4.457, -0.681)
C (-4.336, -5.071, 0.103)
C (-3.595, -4.315, 0.989)
C (-3.168, -0.346, 3.129)
C (-2.888, -0.122, 4.471)
C (-3.331, 1.014, 5.118)
C (-4.060, 1.963, 4.419)
C (-4.286, 1.787, 3.066)
C (-3.840, 0.642, 2.427)
C (-2.796, -3.228, 3.924)
C (-1.841, -3.922, 4.650)
C (-2.203, -4.734, 5.715)
C (-3.534, -4.860, 6.075)
C (-4.502, -4.175, 5.358)
C (-4.128, -3.373, 4.298)
H (-4.943, -1.282, 0.421)
H (-6.264, -2.617, -1.172)
H (-5.888, -5.040, -1.377)
H (-4.163, -6.134, 0.010)
H (-2.833, -4.792, 1.591)
H (-2.325, -0.869, 5.019)
H (-3.108, 1.168, 6.164)
H (-4.435, 2.840, 4.927)
H (-4.812, 2.553, 2.510)
H (-4.018, 0.514, 1.367)
H (-0.800, -3.822, 4.370)
H (-1.450, -5.271, 6.276)
H (-3.820, -5.484, 6.911)
H (-5.546, -4.268, 5.632)
H (-4.886, -2.843, 3.733)